Entry 1:
This record from the Open Molecules 2025 dataset describes a molecular structure, C23H34NO2Os. The level of theory is ωB97M-V/def2-TZVPD.

Each line ends with the Löwdin spin population.
Cartesian coordinates (Å):
C: 0.10 1.04 -2.13  0.159
C: -0.05 -0.34 -1.96  0.070
C: 1.13 -0.85 -1.35  0.098
C: 2.08 0.24 -1.21  0.037
C: 1.38 1.45 -1.62  0.012
Os: 0.69 0.73 0.18  2.034
C: 1.67 0.52 3.16  0.164
C: 1.17 1.54 2.43  0.016
H: 0.36 2.22 2.86  -0.002
C: 1.76 2.09 1.18  0.069
H: 2.84 1.96 1.13  0.004
H: 1.43 3.10 0.96  0.009
C: 0.85 0.03 4.32  0.026
H: -0.21 0.25 4.07  0.003
H: 0.93 -1.06 4.36  0.003
H: 1.04 0.41 5.32  0.008
C: 2.70 -0.44 2.58  0.059
H: 2.34 -0.68 1.53  0.026
H: 3.76 -0.15 2.53  0.007
H: 2.63 -1.39 3.12  0.001
C: -1.21 -1.15 -2.45  0.054
H: -2.12 -0.53 -2.44  0.001
H: -1.05 -1.52 -3.47  0.004
H: -1.42 -2.00 -1.77  0.028
C: 1.47 -2.31 -1.25  0.020
H: 0.57 -2.87 -0.94  0.000
H: 1.80 -2.71 -2.22  0.006
H: 2.26 -2.48 -0.52  0.002
C: 3.55 0.12 -0.98  0.015
H: 3.79 -0.85 -0.55  0.001
H: 4.10 0.22 -1.93  0.001
H: 3.90 0.91 -0.32  0.001
C: 1.97 2.81 -1.84  0.001
H: 3.03 2.83 -1.58  0.000
H: 1.85 3.13 -2.88  -0.001
H: 1.42 3.51 -1.21  0.000
C: -0.79 1.94 -2.94  0.027
H: -0.82 2.95 -2.52  0.003
H: -0.42 2.01 -3.97  0.010
H: -1.81 1.53 -3.00  0.000
C: -2.20 -3.05 -0.35  0.675
C: -1.57 -2.60 0.98  0.067
C: -2.77 -4.25 -0.56  0.098
C: -0.99 -3.74 1.59  0.032
H: -1.31 -1.75 1.63  0.005
C: -2.29 -5.35 0.25  0.045
H: -3.53 -4.44 -1.33  0.016
C: -1.32 -5.07 1.21  -0.013
H: -0.26 -3.60 2.40  0.006
H: -2.64 -6.37 0.07  0.005
H: -0.84 -5.88 1.74  -0.001
N: -3.84 2.63 -0.44  0.001
C: -2.97 3.57 0.28  0.002
C: -1.57 2.94 0.23  0.005
O: -0.56 3.68 0.14  0.012
O: -1.59 1.65 0.24  0.066
H: -3.80 2.80 -1.46  0.000
H: -4.83 2.75 -0.18  0.000
H: -3.53 1.67 -0.24  0.001
H: -2.97 4.55 -0.18  0.000
H: -3.29 3.66 1.32  0.000

Properties
Energy relative to the best compared isomer or geometry (same formula, charge and spin) in kJ/mol: 96.6
Total charge: +1
Spin multiplicity: 5
Gap between HOMO and LUMO (spin up / spin down) in eV: 5.97 / 7.48

***

Entry 2:
This record from the Open Molecules 2025 dataset describes a molecular structure, C23H35BeBr3ClF4GaN3NaO10PS3. The level of theory is ωB97M-V/def2-TZVPD.

Each line ends with the Mulliken charge.
Cartesian coordinates (Å):
C: 0.12 -1.65 1.36  -1.036
C: -1.02 -2.29 0.57  -0.424
C: -1.89 -1.27 -0.20  -0.136
C: -3.36 -1.33 0.03  1.650
C: -4.04 -0.49 1.12  -1.291
Ga: -5.94 -1.12 1.15  0.148
F: -7.09 -0.07 2.06  -0.470
P: -5.85 -3.30 1.85  0.433
N: -5.52 -4.19 0.54  -0.613
H: 0.97 -2.30 1.31  0.027
H: -0.21 -1.57 2.38  0.360
H: 0.41 -0.69 0.92  0.284
H: -0.62 -2.97 -0.16  0.438
H: -1.64 -2.83 1.28  0.264
H: -1.54 -0.27 -0.03  0.429
H: -1.79 -1.50 -1.25  0.210
H: -3.62 -2.43 0.25  -0.151
H: -3.85 -1.02 -0.98  -0.559
H: -3.55 -0.60 2.07  0.441
H: -4.08 0.55 0.81  0.685
H: -6.27 -1.30 -0.53  -0.003
H: -4.74 -3.39 2.85  0.269
H: -7.11 -3.79 2.38  -0.192
H: -5.50 -3.53 -0.24  0.118
C: 4.87 -2.46 2.04  -0.320
Br: 3.83 -0.85 2.14  0.050
Br: 3.76 -3.98 1.70  -0.018
Br: 6.33 -2.27 0.78  -0.055
H: 5.31 -2.61 3.01  0.329
Na: -7.37 -5.68 1.48  0.865
C: 9.01 -4.47 -1.08  -0.714
N: 9.23 -3.16 -1.75  0.879
O: 9.87 -3.15 -2.78  -0.547
O: 8.74 -2.20 -1.22  -0.500
H: 9.50 -5.24 -1.66  0.314
H: 9.44 -4.40 -0.09  0.254
H: 7.94 -4.64 -1.02  0.286
C: -8.45 -5.27 -4.00  -1.006
S: -7.50 -4.59 -2.65  0.622
O: -8.29 -4.82 -1.40  -0.621
C: -7.75 -2.87 -3.11  -0.691
H: -8.47 -6.35 -3.89  0.337
H: -9.47 -4.88 -3.97  0.306
H: -7.97 -5.01 -4.95  0.375
H: -8.82 -2.65 -3.15  0.353
H: -7.30 -2.69 -4.09  0.369
H: -7.28 -2.24 -2.37  0.055
Be: -4.91 -1.97 -0.52  -0.191
C: 3.28 2.69 2.93  -0.752
C: 2.99 2.47 1.59  -0.486
C: 3.58 3.24 0.61  -0.714
C: 4.47 4.24 0.97  0.219
C: 4.76 4.48 2.32  0.162
C: 4.16 3.69 3.30  -0.578
C: 5.67 5.57 2.74  0.579
O: 5.93 5.78 3.91  -0.675
C: 6.27 6.43 1.67  0.197
C: 7.09 7.50 2.03  -0.553
C: 7.66 8.29 1.06  -0.455
C: 7.43 8.02 -0.29  -0.451
C: 6.62 6.96 -0.65  -0.563
C: 6.03 6.17 0.32  0.176
C: 5.12 5.05 -0.10  0.523
O: 4.93 4.83 -1.27  -0.657
H: 2.82 2.07 3.70  0.507
H: 2.29 1.69 1.32  0.706
H: 3.36 3.07 -0.43  0.555
H: 4.40 3.86 4.34  0.475
H: 7.26 7.70 3.08  0.466
H: 8.29 9.12 1.34  0.389
H: 7.89 8.64 -1.05  0.392
H: 6.43 6.75 -1.70  0.478
Cl: 1.36 -3.78 3.20  -0.841
F: -3.38 -2.82 2.83  -0.684
O: -9.11 -0.18 4.53  -0.646
H: -8.45 0.10 3.88  0.359
H: -9.92 -0.25 4.02  0.301
N: -1.61 1.42 -3.29  -0.269
S: -0.73 1.84 -4.57  1.072
O: -1.45 2.57 -5.55  -0.590
O: 0.20 0.86 -5.00  -0.575
F: 0.15 2.92 -3.84  -0.232
S: -2.71 0.37 -3.58  1.143
O: -3.67 0.26 -2.50  -0.668
O: -2.31 -0.87 -4.17  -0.653
F: -3.59 1.04 -4.72  -0.266

Properties
Total charge: -1
Gap between HOMO and LUMO in eV: 2.93

***

Entry 3:
This record from the Open Molecules 2025 dataset describes C23H35N3O in the gas phase. The level of theory is ωB97M-V/def2-TZVPD.

Each line ends with the natural charge from an NBO analysis.
Cartesian coordinates (Å):
O: -2.56 -2.78 -0.36  -0.645
C: -2.58 -1.63 0.04  0.690
C: -3.45 -1.26 1.22  -0.495
C: -4.92 -1.23 0.79  -0.377
C: -5.29 0.00 -0.06  -0.228
C: -5.28 1.30 0.77  -0.411
C: -6.68 1.92 0.61  -0.399
C: -7.57 0.72 0.34  -0.402
C: -6.72 -0.12 -0.61  -0.397
N: -1.85 -0.67 -0.58  -0.442
C: -1.66 0.70 -0.18  -0.215
C: -0.24 0.89 0.38  -0.406
C: 0.80 0.49 -0.67  -0.028
N: 2.13 0.78 -0.17  -0.465
C: 2.70 -0.07 0.86  -0.233
C: 3.58 -1.21 0.32  -0.228
N: 4.61 -0.68 -0.55  -0.458
C: 5.84 -0.31 -0.03  0.266
C: 6.48 -1.13 0.91  -0.288
C: 7.73 -0.82 1.41  -0.185
C: 8.39 0.33 0.99  -0.264
C: 7.78 1.14 0.06  -0.173
C: 6.53 0.84 -0.44  -0.316
C: 4.01 0.06 -1.64  -0.233
C: 3.14 1.22 -1.11  -0.223
C: 0.52 -0.95 -1.12  -0.426
C: -0.92 -1.07 -1.63  -0.230
H: -3.16 -0.34 1.71  0.203
H: -3.33 -2.08 1.94  0.239
H: -5.12 -2.13 0.21  0.222
H: -5.56 -1.25 1.68  0.200
H: -4.57 0.06 -0.88  0.206
H: -4.51 2.00 0.45  0.207
H: -5.11 1.07 1.83  0.197
H: -6.98 2.48 1.49  0.209
H: -6.69 2.59 -0.25  0.195
H: -7.76 0.17 1.26  0.194
H: -8.53 1.00 -0.10  0.211
H: -6.77 0.31 -1.61  0.201
H: -7.05 -1.15 -0.67  0.211
H: -2.40 1.01 0.55  0.217
H: -1.78 1.33 -1.07  0.190
H: -0.09 1.93 0.66  0.220
H: -0.13 0.27 1.27  0.197
H: 0.66 1.15 -1.54  0.191
H: 1.90 -0.48 1.47  0.203
H: 3.33 0.57 1.49  0.198
H: 4.02 -1.74 1.16  0.211
H: 2.98 -1.92 -0.26  0.194
H: 6.01 -2.05 1.23  0.208
H: 8.19 -1.48 2.13  0.211
H: 9.36 0.57 1.38  0.211
H: 8.28 2.04 -0.29  0.209
H: 6.09 1.52 -1.16  0.207
H: 4.77 0.42 -2.32  0.211
H: 3.37 -0.64 -2.19  0.193
H: 2.67 1.75 -1.93  0.200
H: 3.80 1.92 -0.57  0.194
H: 1.20 -1.24 -1.93  0.209
H: 0.65 -1.64 -0.29  0.204
H: -1.15 -2.10 -1.90  0.254
H: -1.07 -0.42 -2.50  0.184

Properties
SMILES: O=C(CCC1CCCC1)N1CCC(N2CCN(c3ccccc3)CC2)CC1
Energy relative to the best compared isomer or geometry (same formula, charge and spin) in kJ/mol: 29.2
Gap between HOMO and LUMO in eV: 8.05

***

| no. | total energy (hartree) |
| --- | --- |
| 1 | -1192.2157 |
| 2 | -14033.3307 |
| 3 | -1136.9295 |